A cluster of 2 separate species, C9H9N4 in total, computed with ωB97M-V/def2-TZVPD.

Last column: natural (NBO) charge in e.
Atoms and positions in Å:
C  -2.046  -0.808  -0.410  0.208
C  1.945  -2.700  1.219  -0.292
C  0.991  -1.724  1.658  -0.142
C  1.513  -3.119  -0.023  0.057
C  -0.749  3.209  -1.393  -0.053
C  0.093  3.483  -0.361  -0.082
C  0.096  -1.542  0.574  0.013
C  -0.515  1.413  -0.174  0.284
C  -1.065  -0.746  0.580  -0.115
N  -2.807  -0.762  -1.269  -0.231
N  0.449  -2.412  -0.382  -0.457
N  -1.158  1.926  -1.272  -0.540
N  0.162  2.360  0.408  -0.532
H  2.857  -2.728  1.813  0.262
H  1.068  -1.100  2.482  0.227
H  1.789  -3.967  -0.646  0.243
H  -0.837  3.675  -2.369  0.247
H  0.572  4.325  -0.052  0.233
H  -1.193  -0.042  1.435  0.300
H  -0.038  -2.651  -1.198  0.432
H  -1.818  1.469  -1.976  0.475
H  0.692  2.441  1.355  0.464

**ΔE to the lowest compared entry with this formula, charge and spin**: 28.8 kcal per mole
**HOMO energy (alpha / beta)**: -0.455 / -0.455 Ha
**LUMO (alpha / beta)**: -5.17 / -5.17 eV
**E_tot**: -15429.3249 eV
**Frontier orbital gap (alpha / beta)**: 7.211 / 7.209 eV
**Net charge**: +1